(1)
The following is a quantum chemistry calculation of C6H15ClOSi as an isolated structure at a distorted geometry, from the OMol25 dataset.

The highest occupied orbital energy comes out at -9.2 eV. The energy above the lowest of the compared OMol25 structures with the same formula, charge and spin is 27.29 kcal per mole. The calculation puts the HOMO-LUMO gap at 9.911 eV.

Element x y z (Å)
C: 2.09607 1.08791 0.11288
C: 0.34537 1.23219 1.93564
C: 0.86184 -0.90407 0.93707
C: 0.18135 -0.82839 -2.73458
C: -2.76152 0.04164 -0.71506
C: 0.72230 0.58287 0.63434
O: 0.08609 0.49357 -2.18486
Si: -0.59743 0.93697 -0.78998
Cl: -0.65118 2.96235 -0.98023
H: 2.25277 1.93695 -0.59199
H: 2.76237 1.28107 0.95836
H: 2.28534 0.26184 -0.65836
H: -0.64727 0.89609 2.17892
H: 0.29907 2.26855 1.72468
H: 1.05889 0.93247 2.69742
H: 1.72561 -1.24562 1.50494
H: 0.06008 -1.29729 1.58208
H: 0.81592 -1.56139 -0.07859
H: 0.99316 -1.44703 -2.18977
H: 0.67812 -0.84129 -3.70863
H: -0.78509 -1.30519 -2.69162
H: -3.16304 0.22220 -1.78089
H: -2.77929 -0.94774 -0.47554
H: -3.25788 0.79294 0.00520

natural (NBO) atomic charge list, values in e, 8 entries:
1 C -0.64
2 C -0.62
3 C -0.62
4 C -0.24
5 C -0.95
6 C -0.47
7 O -0.95
8 Si 1.76


(2)
The following is a quantum chemistry calculation of a 2-piece molecular cluster, C4H7NO overall at a distorted geometry, from the OMol25 dataset.

The highest occupied orbital energy comes out at -10.7 eV. The energy above the lowest of the compared OMol25 structures with the same formula, charge and spin is 41.89 kcal per mole. The calculation puts the HOMO-LUMO gap at 11.285 eV.

Element x y z (Å)
O: 1.03493 2.25662 0.34656
C: -0.91169 -0.05055 0.42688
C: -0.97731 -0.35443 -1.02989
C: 0.28934 -0.66590 -0.26772
C: 0.62640 -2.02008 0.10309
N: 0.89618 -3.08732 0.46266
H: 1.26096 2.93986 0.98749
H: -0.83213 0.98588 0.73322
H: -1.43739 -0.71205 1.10837
H: -0.89473 0.48998 -1.70776
H: -1.58911 -1.17815 -1.38054
H: 1.38612 1.44497 0.73179
H: 1.14842 -0.04884 -0.51414

natural (NBO) atomic charge list, values in e, 8 entries:
1 O -0.94
2 C -0.39
3 C -0.38
4 C -0.37
5 C 0.29
6 N -0.33
7 H 0.48
8 H 0.25


(3)
The following is a quantum chemistry calculation of C5H9O5 in the gas phase at a distorted geometry, from the OMol25 dataset.

The highest occupied orbital energy (spin up / spin down) comes out at -9.1 / -9.1 eV. The energy above the lowest of the compared OMol25 structures with the same formula, charge and spin is 17.21 kcal per mole. As for the spin multiplicity: 2. The calculation puts the HOMO-LUMO gap (spin up / spin down) at 9.797 / 7.218 eV.

Element x y z (Å)
H: 2.32072 -0.77742 0.05795
C: 2.08225 0.17660 0.55742
C: 0.75342 0.70051 -0.22211
O: 0.69433 1.85700 -0.55762
C: -0.39079 -0.34531 -0.38489
C: -0.70958 -1.21685 0.80864
C: -1.63665 0.33168 -1.01801
O: -2.34729 1.09135 -0.07785
O: 0.25432 -1.12404 -1.38618
O: 1.34363 -0.37215 -1.86195
O: 1.81970 -0.01921 1.91564
H: 2.83516 0.96058 0.36387
H: -1.12857 -0.59436 1.60841
H: -1.46803 -1.95057 0.50555
H: 0.19443 -1.72097 1.16624
H: -1.26802 0.95447 -1.85233
H: -2.25581 -0.49954 -1.39488
H: -2.93328 1.69050 -0.56882
H: 1.84004 0.85774 2.34095

natural (NBO) atomic charge list, values in e, 8 entries:
1 H 0.19
2 C -0.15
3 C 0.58
4 O -0.56
5 C 0.10
6 C -0.63
7 C -0.07
8 O -0.71


(4)
The following is a quantum chemistry calculation of C33H40ClIN3O3Si2TcTe as an isolated structure at a distorted geometry, from the OMol25 dataset.

The highest occupied orbital energy (spin up / spin down) comes out at -9.9 / -10.0 eV. The energy above the lowest of the compared OMol25 structures with the same formula, charge and spin is 0.00 kcal per mole. As for the spin multiplicity: 4. The calculation puts the HOMO-LUMO gap (spin up / spin down) at 6.990 / 6.048 eV. As for the charge: +1.

Element x y z (Å)
Tc: 0.45056 -0.49046 2.14277
O: -1.33560 -1.34550 2.19428
C: -2.42440 -0.71588 2.61053
C: -3.65600 -1.06333 2.03550
C: -4.82233 -0.44198 2.42501
C: -4.82143 0.53109 3.42842
C: -3.63489 0.85051 4.04099
C: -2.42420 0.26097 3.63954
C: -1.23925 0.52689 4.41076
N: -0.04747 0.28198 4.00268
C: 1.08779 0.19154 4.91699
C: 1.54243 -1.26903 4.85586
N: 1.53455 -1.70762 3.45028
C: 2.23547 -2.72865 3.10064
C: 2.35727 -3.27837 1.78263
C: 3.14145 -4.44245 1.65015
C: 3.32709 -5.05085 0.43647
C: 2.72551 -4.49212 -0.69612
C: 1.95901 -3.35358 -0.60432
C: 1.75436 -2.71842 0.62988
O: 1.02571 -1.61835 0.64171
H: -3.65690 -1.83819 1.28002
H: -5.75485 -0.72250 1.95213
H: -5.74342 1.00464 3.73374
H: -3.61658 1.57353 4.84821
H: -1.37481 0.90286 5.42570
H: 0.80152 0.46450 5.93376
H: 1.88191 0.84805 4.56434
H: 0.84230 -1.89109 5.41952
H: 2.53790 -1.37962 5.28711
H: 2.80471 -3.24156 3.87704
H: 3.60227 -4.85541 2.53992
H: 3.93126 -5.94262 0.35325
H: 2.86729 -4.95870 -1.66258
H: 1.50196 -2.91161 -1.47954
Cl: 0.77897 5.88929 -0.32727
C: 1.13490 4.37608 0.43946
C: 2.32337 4.22587 1.11627
C: 2.65264 3.00382 1.71606
I: 4.46215 2.76162 2.70385
C: 1.78505 1.92994 1.63815
O: 2.02893 0.72049 2.14030
C: 0.56294 2.11368 0.96046
N: -0.27222 1.01167 0.95562
C: -1.23921 0.97855 0.01555
C: -1.76777 2.22436 -0.47532
C: -1.06661 3.36654 -0.30724
C: 0.21391 3.31843 0.34391
H: 3.01324 5.05628 1.17060
H: -1.90366 0.12524 0.06955
H: -2.71567 2.20572 -0.99650
H: -1.44736 4.31595 -0.65835
C: 3.32318 1.83876 -1.92532
Si: 2.37805 2.06661 -3.52667
C: 2.64341 3.77878 -4.23587
C: 2.83683 0.73902 -4.76426
C: 0.53120 1.91445 -3.12040
Te: 0.08593 0.07232 -2.15315
C: -1.45197 -0.54822 -3.49135
Si: -2.83486 -1.61039 -2.74639
C: -4.09215 -0.47054 -1.93645
C: -2.10111 -2.81482 -1.50591
C: -3.63536 -2.53356 -4.16353
H: 4.40054 1.83160 -2.10383
H: 3.07344 0.89563 -1.43016
H: 3.11035 2.65169 -1.22782
H: 3.70366 3.96674 -4.41856
H: 2.28413 4.55098 -3.55199
H: 2.11815 3.89984 -5.18530
H: 3.90642 0.77623 -4.98216
H: 2.30528 0.87295 -5.70889
H: 2.61307 -0.26114 -4.38699
H: -0.09966 1.97120 -4.00861
H: 0.21765 2.71581 -2.44609
H: -0.94061 -1.09870 -4.28304
H: -1.87461 0.35411 -3.93618
H: -3.81777 -0.16703 -0.92391
H: -5.05796 -0.97676 -1.86633
H: -4.24766 0.43363 -2.52933
H: -1.45601 -2.34305 -0.75862
H: -1.51307 -3.58436 -2.01191
H: -2.89600 -3.33144 -0.96178
H: -4.08957 -1.84890 -4.88244
H: -4.42105 -3.19953 -3.80015
H: -2.90566 -3.14412 -4.69900

Löwdin atomic charge list, values in e, 8 entries:
1 Tc 1.75
2 O -0.22
3 C -0.34
4 C -0.01
5 C -0.05
6 C -0.07
7 C -0.03
8 C -0.14


Which value of energy above the lowest of the compared OMol25 structures with the same formula, charge and spin does entry 3 give? 17.21 kcal per mole